17
Properties=species:S:1:pos:R:3:forces:R:3:mulliken_charge:R:1 method="wB97M-V/def2-TZVPD" spin_multiplicity=1 de_lowest_kj_mol=0.0 e_tot_ev=-81509.1205
H 0.851 0.607 1.828 -0.20 0.86 0.91 0.35
C 0.094 0.652 1.073 1.29 -1.60 -1.47 -0.33
C -1.600 0.341 -1.159 -1.14 3.06 0.30 -0.53
H -0.040 -1.008 -1.871 -0.08 0.73 -0.49 0.35
C 1.772 -0.805 -0.104 1.97 -0.73 1.35 -0.25
C -1.098 1.309 1.034 -0.79 1.16 -0.20 -0.54
H 2.622 -2.031 -1.382 1.49 -1.31 0.70 0.31
Br 3.247 0.745 0.118 -0.20 -0.34 0.18 -0.22
H -2.881 1.774 -0.048 -0.59 0.29 -0.22 0.42
O 2.019 -1.329 -1.301 -2.02 1.17 -0.72 -0.45
H -1.186 2.090 1.773 -0.83 -0.12 0.38 0.34
O 2.052 -1.735 0.957 0.08 1.83 -0.79 -0.49
C -1.986 1.202 -0.052 2.41 -1.83 -0.66 -0.38
C -0.336 -0.227 -1.178 -0.40 -0.78 1.55 -0.44
H -2.202 0.524 -2.090 0.48 -1.08 0.97 0.28
C 0.480 -0.090 -0.031 -1.14 -0.58 -1.48 1.15
H 2.501 -1.174 1.626 -0.31 -0.74 -0.30 0.42

19
Properties=species:S:1:pos:R:3:forces:R:3:mulliken_charge:R:1 method="wB97M-V/def2-TZVPD" spin_multiplicity=1 de_lowest_kj_mol=39.7 e_tot_ev=-29534.8468
H -1.123 0.683 0.153 -0.89 -2.00 -1.85 0.34
H -2.721 -0.704 -1.100 -0.38 -1.29 -0.66 0.27
H 0.730 -0.900 -1.626 0.35 -0.73 -0.62 0.30
C -0.914 -0.163 -0.632 1.88 2.28 0.63 -0.01
H 2.455 0.118 -0.526 -0.74 0.69 1.51 0.29
F -0.060 -2.908 2.942 -0.12 1.21 -0.37 -0.26
Cl -1.741 -0.620 3.432 -0.11 -0.33 -0.10 -0.21
C 0.151 -1.920 2.032 0.01 -2.57 -2.17 0.75
F -0.492 -2.364 0.850 -0.39 0.13 1.62 -0.22
F 1.418 -2.022 1.661 0.83 0.43 0.73 -0.22
C 0.053 0.655 2.014 0.59 -1.65 0.59 -1.06
H 2.080 1.358 1.616 0.55 0.80 0.95 0.37
C 1.235 0.853 1.239 1.76 -1.34 -2.72 -0.45
H -0.464 1.514 2.391 -0.38 0.16 0.41 0.43
H -1.298 -1.718 -1.713 -1.41 -0.23 -0.03 0.26
C 1.489 0.211 0.056 -1.23 0.62 -1.32 -0.31
C -0.324 -0.582 2.401 -1.22 1.87 1.27 0.59
N -1.782 -0.879 -1.413 0.53 1.75 1.22 -0.49
C 0.416 -0.307 -0.804 0.35 0.19 0.90 -0.39

17
Properties=species:S:1:pos:R:3:forces:R:3:mulliken_charge:R:1 method="wB97M-V/def2-TZVPD" spin_multiplicity=1 de_lowest_kj_mol=169.3 e_tot_ev=-22873.7686
H 1.588 -1.692 -1.862 -1.07 0.95 0.51 0.25
Cl 1.865 2.087 3.502 1.70 0.49 2.15 -0.22
H 1.741 1.623 0.895 0.43 -0.15 -0.45 0.31
H -3.156 -0.900 0.412 1.69 1.24 0.20 0.35
C -0.328 -1.197 -0.942 0.98 -1.26 -0.62 -0.59
N -1.098 1.444 1.336 3.64 1.59 0.25 -0.97
C 1.827 -0.016 -0.574 -3.05 1.53 2.70 -0.77
C -0.171 0.703 0.596 -2.31 -0.72 0.80 0.57
N -2.229 0.839 1.226 0.04 0.07 0.58 0.38
H 2.820 0.211 -0.725 2.09 -0.35 -0.84 0.43
C 1.021 -0.980 -1.186 0.73 -2.08 -1.57 -0.22
C -0.917 -0.405 0.061 0.13 0.36 -0.88 0.71
C 1.239 0.812 0.385 -1.12 0.35 -0.74 -0.40
C -2.220 -0.253 0.554 -1.44 -3.96 -2.49 -0.55
H -0.831 -2.024 -1.536 0.46 1.22 1.12 0.28
H -3.020 1.096 1.736 -1.04 1.12 0.99 0.20
H 1.103 1.888 2.580 -1.85 -0.39 -1.71 0.22

17
Properties=species:S:1:pos:R:3:forces:R:3:lowdin_spin:R:1 method="wB97M-V/def2-TZVPD" spin_multiplicity=3 de_lowest_kj_mol=0.0 e_tot_ev=-22870.7108
C 0.183 -2.286 -0.103 1.97 1.02 0.90 -0.01
C 0.932 -1.515 0.794 -1.06 1.65 -0.21 0.10
H 0.113 2.752 -0.458 -0.16 -1.55 1.85 0.03
H -1.108 -2.375 -1.585 -1.82 -1.14 -2.34 0.01
C 0.728 -0.106 0.841 -0.96 -2.64 -1.44 0.03
C -0.173 0.502 -0.087 0.54 0.84 1.42 0.07
C -0.643 -1.672 -1.021 1.06 2.37 2.30 0.10
Cl 3.388 0.655 0.612 1.34 0.14 -0.28 0.80
H 0.423 -3.339 -0.151 -0.42 -0.17 -0.01 0.00
C -0.102 1.950 0.398 -4.38 2.30 -1.77 0.05
H 1.086 2.686 2.013 0.13 0.14 -0.15 0.01
N 0.791 1.900 1.464 0.82 2.32 0.28 0.28
N 1.324 0.751 1.689 0.09 -2.33 0.80 0.52
H 1.586 -1.858 1.545 0.73 -0.97 0.51 0.00
H -1.616 0.005 -1.780 0.50 0.90 0.69 0.00
H -1.140 2.305 0.936 1.76 -0.71 -1.80 0.04
C -0.875 -0.251 -1.008 -0.14 -2.16 -0.75 -0.02

18
Properties=species:S:1:pos:R:3:forces:R:3:lowdin_spin:R:1 method="wB97M-V/def2-TZVPD" spin_multiplicity=3 de_lowest_kj_mol=0.0 e_tot_ev=-24916.9227
H 0.332 2.480 -0.525 -0.02 -1.46 -0.09 0.01
H 2.700 -0.182 -1.166 -1.84 0.45 0.11 0.00
N 2.135 -2.038 0.973 0.01 0.24 0.28 0.68
C 3.055 -2.584 0.402 0.49 1.19 -1.39 0.10
C -2.708 1.372 0.450 -0.54 1.39 0.86 0.16
O 1.887 0.398 -1.038 1.51 1.27 -0.12 0.16
C -0.405 1.675 -0.311 0.30 0.65 0.26 0.10
H -1.043 -1.572 0.163 -0.29 -1.97 0.17 0.01
C -2.551 0.019 0.463 1.33 -1.46 0.50 0.00
H -3.657 1.723 0.970 1.47 0.16 -1.09 0.01
Cl 4.151 -1.833 -0.919 -0.61 -0.03 0.73 0.18
N 0.809 -0.343 -0.816 0.44 -2.82 0.22 0.46
H -1.655 3.169 0.074 -0.68 4.36 0.18 -0.01
C -1.603 2.182 0.063 -1.59 -3.58 0.38 -0.02
C -0.259 0.266 -0.311 -0.74 0.49 -0.95 0.00
C -1.372 -0.593 0.070 1.66 3.43 -0.54 0.15
H 3.386 -3.574 0.401 0.26 -1.66 0.53 0.02
H -3.202 -0.565 1.057 -1.16 -0.66 -0.04 0.00

19
Properties=species:S:1:pos:R:3:forces:R:3:mulliken_charge:R:1 method="wB97M-V/def2-TZVPD" spin_multiplicity=1 de_lowest_kj_mol=618.6 e_tot_ev=-26963.8407
H -1.349 0.962 2.240 0.02 0.89 0.58 0.31
C -1.678 -1.531 -1.135 0.84 -0.61 -0.04 -0.44
C 2.216 0.606 0.744 -2.92 -1.63 0.77 -0.26
H -2.301 1.900 0.993 1.34 -0.41 0.39 0.35
C -1.969 -0.490 -0.302 -2.28 0.42 0.75 -0.26
O 2.812 -0.090 -1.375 -0.01 -0.01 0.84 -0.49
O 2.511 2.034 -0.983 -0.26 -1.94 0.75 -0.62
Cl 3.043 -0.719 1.432 0.28 -0.63 0.25 -0.15
H -0.434 2.143 1.124 -1.03 -0.39 0.56 0.30
N 2.550 0.816 -0.612 0.63 3.32 -1.93 0.86
C 0.222 -0.285 0.117 2.23 1.85 1.28 0.51
C -0.327 -1.934 -1.273 -3.60 -3.70 -2.52 -0.43
C -1.011 0.233 0.400 0.08 1.00 -0.44 0.26
H 2.148 1.424 1.488 0.03 -0.18 -1.43 0.44
N 0.493 -1.281 -0.585 3.94 0.87 1.09 -0.16
C -1.300 1.446 1.267 -0.02 -0.63 -1.09 -1.13
H -3.066 -0.279 -0.118 1.38 0.05 -0.32 0.27
H -0.050 -2.908 -1.877 -0.29 2.28 1.21 0.26
H -2.508 -2.045 -1.547 -0.35 -0.54 -0.71 0.37

18
Properties=species:S:1:pos:R:3:forces:R:3:mulliken_charge:R:1 method="wB97M-V/def2-TZVPD" spin_multiplicity=1 de_lowest_kj_mol=704.0 e_tot_ev=-26030.0910
H 2.472 -0.310 -2.260 0.24 0.35 0.81 0.27
C 0.634 -0.210 -1.298 0.42 0.47 2.00 -0.47
H 2.631 0.772 1.886 0.22 -0.20 0.70 0.32
H 0.291 1.032 2.050 -0.15 -1.36 -2.37 0.24
C 2.073 0.377 1.065 0.55 0.91 -1.65 -0.40
H -3.343 0.901 1.730 -2.13 -0.34 0.81 0.32
C 0.666 0.527 1.058 1.83 0.96 3.12 -0.14
C -2.394 0.272 0.174 3.41 -0.44 -1.50 0.39
O -2.773 -1.059 0.158 -0.07 1.45 0.66 -0.26
C 2.022 -0.069 -1.274 0.44 -1.57 -2.18 -0.37
Cl -2.968 1.176 -1.268 -0.10 -0.43 0.36 -0.20
O -1.601 -1.869 -0.082 -0.81 -0.29 -0.17 -0.25
O -2.521 0.960 1.303 1.91 0.22 -0.34 -0.40
H -2.079 -2.475 -0.664 0.49 -0.54 -0.22 0.33
C 2.786 0.122 -0.135 0.28 1.44 0.67 -0.38
H 0.116 -0.676 -2.125 -0.16 0.49 0.01 0.39
H 3.906 0.355 -0.230 -1.84 -0.84 0.36 0.28
C 0.082 0.173 -0.087 -4.54 -0.28 -1.07 0.32

17
Properties=species:S:1:pos:R:3:forces:R:3:mulliken_charge:R:1 method="wB97M-V/def2-TZVPD" spin_multiplicity=1 de_lowest_kj_mol=9.9 e_tot_ev=-41565.2648
H 2.394 -2.734 1.228 0.09 -0.09 -0.12 0.15
S 2.478 -1.381 -1.110 -0.15 0.01 0.13 -0.26
H -2.254 1.382 1.526 -0.04 0.03 0.03 0.38
C 0.499 0.125 0.008 -0.53 0.55 0.01 0.65
H -0.702 -0.509 1.673 -0.05 -0.02 0.04 0.31
C -0.560 0.242 0.910 0.14 -0.01 -0.09 -0.47
C -0.228 2.149 -1.072 -0.06 0.11 -0.01 -0.54
H -0.100 2.894 -1.843 0.01 0.06 -0.06 0.38
C 0.649 1.090 -0.994 -0.04 -0.08 0.11 -0.41
C -1.437 1.306 0.822 -0.11 0.03 0.08 -0.67
C -1.268 2.266 -0.161 -0.05 0.07 0.00 -0.40
H -1.941 3.112 -0.218 -0.04 -0.02 -0.01 0.38
H -1.207 -4.550 -0.098 -0.02 0.01 0.01 0.23
S 1.445 -1.876 1.603 -0.16 0.37 0.17 -0.18
C 1.443 -0.975 0.094 1.03 -0.93 -0.17 0.32
Cl -0.675 -3.538 -0.672 -0.07 -0.08 -0.11 -0.21
H 1.463 0.996 -1.696 0.05 -0.02 -0.01 0.35

22
Properties=species:S:1:pos:R:3:forces:R:3:mulliken_charge:R:1 method="wB97M-V/def2-TZVPD" spin_multiplicity=1 de_lowest_kj_mol=0.0 e_tot_ev=-64095.3604 total_charge=+2
H 1.160 -1.351 -2.542 -0.26 0.02 -0.68 0.45
O -0.307 -0.198 3.266 1.12 0.58 -3.80 -0.11
C 1.749 -1.156 0.195 1.73 -3.07 0.63 0.26
O 0.381 0.543 -2.307 0.32 -0.39 -0.84 -0.46
H -2.910 2.098 -2.426 -0.07 -0.11 0.10 0.36
H -3.262 3.699 -0.797 -0.06 0.05 0.32 0.33
C -0.013 0.050 2.185 -1.37 -0.28 4.98 0.26
S -3.347 1.430 -0.157 0.65 0.19 -0.52 0.52
H -3.212 0.309 -2.284 -0.08 0.31 0.23 0.33
H -4.575 1.452 -2.151 0.10 0.01 -0.15 0.44
C -3.632 3.175 0.091 -0.26 0.08 -0.23 -0.91
C 2.414 1.937 -0.066 4.31 2.90 -0.35 0.17
H -4.710 3.329 0.218 0.19 0.04 0.00 0.41
C -3.507 1.315 -1.953 -0.33 -0.13 0.35 -0.97
O -1.617 -2.315 -0.577 2.12 2.34 0.53 -0.15
H -3.090 3.464 0.998 -0.23 -0.11 -0.20 0.37
O -1.787 1.392 0.020 -0.14 0.03 0.01 -0.54
O 2.240 -2.197 0.178 -1.44 3.13 -0.15 -0.14
O 3.396 2.526 -0.152 -3.82 -2.44 0.38 -0.06
C -0.942 -1.431 -0.294 -2.56 -2.41 0.07 0.25
Lu 0.182 0.808 -0.156 -0.05 -2.15 -0.75 1.37
C 0.691 -0.603 -1.897 0.12 1.40 0.10 -0.17

15
Properties=species:S:1:pos:R:3:forces:R:3:mulliken_charge:R:1 method="wB97M-V/def2-TZVPD" spin_multiplicity=1 de_lowest_kj_mol=288.5 e_tot_ev=-8858.6348
C -0.121 -1.545 0.618 0.55 1.45 -1.94 -0.24
C -0.451 0.482 -0.423 3.40 -1.91 -3.71 0.03
C 2.759 1.302 -1.875 0.06 -0.22 -2.06 -0.27
N 0.299 -0.664 -0.342 -1.38 -1.27 1.91 -0.41
H -1.691 -1.964 1.905 -1.30 -3.60 2.88 0.45
C -2.107 -0.239 1.116 -0.99 3.79 -0.87 -0.13
H -1.874 1.836 0.407 -0.05 -1.61 -1.11 0.26
H 2.453 1.231 0.370 0.27 -0.27 -0.81 0.37
C -1.326 -1.289 1.288 1.96 -0.81 -1.29 -0.43
H 2.789 1.290 -2.971 0.11 0.10 1.20 0.35
H 0.438 -2.510 0.727 -0.49 1.16 0.06 0.33
C -1.534 0.756 0.262 -3.95 2.26 3.63 -0.54
H -0.214 1.001 -1.368 0.29 0.64 1.10 0.34
H -3.127 -0.095 1.603 1.72 -0.24 -0.56 0.31
C 2.636 1.177 -0.699 -0.21 0.53 1.59 -0.43